1.
An isolated molecule of C2H7N5O in a non-equilibrium geometry, computed with wB97M-V/def2-TZVPD.

Element x y z (Å)
H (-0.324, -0.976, -0.258)
H (-3.451, -1.373, -0.121)
N (2.099, -0.185, -0.120)
H (-2.028, -1.292, 0.923)
H (3.085, 0.202, -0.296)
C (-1.287, 0.793, -0.067)
N (-0.188, -0.030, 0.091)
H (-1.256, 1.890, -0.152)
C (1.061, 0.645, 0.058)
H (2.336, -2.171, -0.807)
H (2.242, -2.022, 0.935)
O (1.171, 1.868, 0.098)
N (-2.501, -1.040, -0.006)
N (1.865, -1.633, 0.003)
N (-2.506, 0.343, -0.104)

## Properties
ΔE to the lowest compared entry with this formula, charge and spin	31.7	kcal per mole
lowest unoccupied orbital energy	0.53	eV
SMILES string	N/N=C\NC(=O)NN

2.
A structure of composition C11H27AlNNaO3 in a non-equilibrium geometry, computed with wB97M-V/def2-TZVPD.

Element x y z (Å)
H (-3.067, 2.900, 0.304)
H (-2.784, -0.510, -1.314)
H (4.259, -1.541, 1.593)
C (-2.710, -0.886, -0.299)
C (-3.636, 0.991, 0.973)
O (-1.418, 1.784, 0.754)
C (-2.681, -2.410, -0.364)
C (2.832, 0.148, 1.574)
C (1.615, 2.360, 1.054)
H (-3.276, 1.004, 2.002)
H (-4.629, 1.441, 0.998)
H (1.886, 3.412, 1.110)
H (3.012, 1.226, -0.242)
H (-0.208, 3.633, -0.910)
H (-1.440, -3.848, -1.466)
H (-1.536, -2.163, -2.113)
H (-2.756, 1.681, -0.908)
Al (0.061, 2.183, -0.236)
H (4.715, -0.123, 2.577)
C (0.437, 0.893, -1.750)
H (-3.886, -0.949, 1.361)
H (4.850, -0.056, 0.849)
H (2.475, 0.361, 2.582)
C (4.242, -0.456, 1.658)
H (-1.750, -0.551, 0.126)
O (-2.551, -2.953, 0.952)
H (-3.589, -2.796, -0.817)
N (-3.796, -0.412, 0.507)
C (2.235, -0.637, -2.156)
C (2.850, 1.472, 0.806)
H (-1.628, -3.192, 1.102)
Na (0.117, -1.634, 0.402)
H (2.937, 0.194, -2.282)
H (-0.437, 0.557, -2.324)
H (-0.579, -2.460, -0.709)
C (-1.481, -2.792, -1.233)
H (2.123, -0.539, 1.103)
H (3.727, 1.997, 1.191)
C (-2.702, 1.876, 0.168)
O (1.174, -0.304, -1.307)
H (1.227, 2.098, 2.044)
H (1.071, 1.410, -2.472)
H (1.893, -0.936, -3.154)
H (2.801, -1.470, -1.736)

## Properties
lowest unoccupied orbital energy	-1.20	eV

| no. | molecular weight (u) | E (eV) |
| --- | --- | --- |
| 1 | 117.1 | -11683.8330 |
| 2 | 271.3 | -30489.3634 |